Entry from the OMol25 dataset: a molecular structure, C22H26DyN6O7S3 in a non-equilibrium geometry (ωB97M-V/def2-TZVPD).

Output
energy above the lowest of the compared OMol25 structures with the same formula, charge and spin = 0.0 kcal/mol
Kohn-Sham gap (spin up / spin down) = 7.43 / 7.44 eV
2S+1 = 6
LUMO (spin up / spin down) = -0.127 / -0.127 Ha
HOMO level (spin up / spin down) = -10.9 / -10.9 eV
F_max = 0.066 hartree/bohr
total charge = +1

```
65
Properties=species:S:1:pos:R:3:mulliken_charge:R:1
Dy -0.229 0.140 -0.144 -0.197
C 4.027 -0.230 0.160 -0.879
C 3.592 -1.470 -0.599 -0.836
S 1.934 -2.052 -0.143 0.250
C 2.172 -2.693 1.549 -1.169
C 1.168 -2.200 2.609 -0.563
S 0.795 -0.413 2.607 0.025
C 2.376 0.384 3.072 -0.913
C 2.870 1.429 2.071 -0.767
S 2.706 1.020 0.314 0.207
H 4.856 0.290 -0.327 0.616
H 4.333 -0.538 1.154 0.342
H 4.263 -2.323 -0.491 0.465
H 3.513 -1.237 -1.671 0.313
H 3.192 -2.476 1.885 0.514
H 2.068 -3.768 1.426 0.642
H 1.460 -2.478 3.619 0.677
H 0.211 -2.666 2.378 0.134
H 3.134 -0.399 3.189 0.398
H 2.163 0.827 4.046 0.565
H 3.914 1.669 2.228 0.621
H 2.305 2.354 2.199 0.274
N -0.428 2.358 1.396 -0.095
C 0.036 3.526 0.714 -0.235
C 0.269 4.702 1.402 -0.423
C 0.551 5.887 0.702 -0.798
C 0.611 5.881 -0.679 -0.810
C 0.466 4.693 -1.417 0.685
C 0.576 4.639 -2.814 -0.447
C 0.528 3.418 -3.490 -1.052
C 0.312 2.270 -2.739 -0.003
N 0.108 2.283 -1.395 0.415
C 0.188 3.456 -0.714 0.321
H -1.426 2.359 1.617 0.310
H 0.103 2.268 2.258 0.294
H 0.211 4.696 2.490 0.483
H 0.670 6.799 1.293 0.397
H 0.750 6.819 -1.266 0.350
H 0.739 5.581 -3.332 0.423
H 0.661 3.343 -4.587 0.408
H 0.296 1.283 -3.215 0.498
O -2.478 0.561 1.063 -0.693
C -2.817 -0.027 -0.016 0.473
O -2.503 0.452 -1.175 -0.661
C -3.269 -1.494 0.064 0.767
C -4.555 -1.881 -0.056 -0.346
C -4.769 -3.262 -0.031 -0.545
C -3.805 -4.255 0.033 -0.299
C -2.540 -3.777 0.099 -0.723
C -2.211 -2.409 0.183 0.590
O -0.995 -2.025 0.334 0.096
N -1.444 -4.763 0.111 0.963
O -1.799 -5.954 0.172 -0.633
O -0.209 -4.430 0.050 -0.581
N -6.137 -3.692 -0.097 1.009
O -7.038 -2.824 -0.169 -0.615
O -6.320 -4.930 -0.097 -0.616
H -5.405 -1.188 -0.123 0.600
H -4.073 -5.310 0.067 0.683
N 0.555 -0.899 -3.370 -0.723
N -0.350 -1.280 -2.308 -0.252
H 0.219 -1.294 -4.267 0.246
H 1.445 -1.367 -3.191 0.189
H -0.228 -2.247 -2.021 0.284
H -1.316 -1.136 -2.607 0.347
```